Entry 1:
Entry from the OMol25 dataset: 2 unconnected molecules or ions with the total composition C5H16NO (ωB97M-V/def2-TZVPD).

Output
Maximum force: 2.06 eV Å⁻¹
Gap between HOMO and LUMO: 11.7 eV
E_HOMO: -14.973 eV
LUMO level: -3.23 eV
Charge: +1
E: -8975.77731 eV

Atoms and positions in Å:
C (0.792, -0.865, 0.182)
C (-0.212, 0.038, -0.471)
C (-1.364, -0.705, -1.138)
C (0.537, 0.979, -1.442)
C (-0.022, 2.401, -1.454)
N (0.152, -1.802, 1.164)
H (1.306, -1.535, -0.503)
H (1.540, -0.282, 0.720)
H (-0.621, 0.656, 0.328)
H (-1.310, -0.722, -2.217)
H (-2.350, -0.508, -0.757)
H (-1.268, -1.809, -1.030)
H (0.404, 0.574, -2.428)
H (1.610, 1.000, -1.285)
H (0.522, 3.086, -0.801)
H (-1.078, 2.490, -1.294)
H (0.153, 2.841, -2.434)
H (0.758, -2.615, 1.210)
H (-0.810, -2.014, 0.902)
H (0.095, -1.427, 2.145)
H (1.185, 0.193, 3.623)
H (-0.368, 0.330, 3.452)
O (0.350, -0.306, 3.529)

---

Entry 2:
Entry from the OMol25 dataset: 2 unconnected molecules or ions with the total composition C5H16NO (ωB97M-V/def2-TZVPD).

Output
Spin multiplicity: 2
Maximum force: 3.15 eV Å⁻¹
Gap between HOMO and LUMO (spin up / spin down): 12.8 / 5.7 eV
E_HOMO (spin up / spin down): -19.418 / -19.418 eV
LUMO level (spin up / spin down): -6.61 / -13.73 eV
Charge: +2
E: -8961.04645 eV

Atoms and positions in Å:
C (1.686, -0.746, 0.642)
C (0.900, 0.359, -0.069)
C (-0.586, 0.757, 0.200)
C (-0.610, 1.670, 1.484)
C (-0.924, 1.876, -0.909)
N (1.413, -1.980, -0.209)
H (1.248, -0.883, 1.658)
H (2.761, -0.647, 0.759)
H (1.071, 0.315, -1.154)
H (1.373, 1.326, 0.132)
H (-1.359, -0.012, 0.252)
H (0.350, 1.998, 1.847)
H (-1.150, 1.048, 2.272)
H (-1.258, 2.506, 1.256)
H (-1.070, 1.306, -1.869)
H (-1.900, 2.245, -0.615)
H (-0.277, 2.730, -1.041)
H (1.835, -2.825, 0.179)
H (0.448, -1.946, -0.565)
H (1.849, -1.857, -1.133)
H (-2.526, -2.340, -0.531)
H (-1.601, -2.789, -1.643)
O (-1.671, -2.111, -0.944)

---

Entry 3:
Entry from the OMol25 dataset: 3 unconnected molecules or ions with the total composition C5H16NO2 (ωB97M-V/def2-TZVPD).

Output
Maximum force: 1.49 eV Å⁻¹
Gap between HOMO and LUMO: 11.0 eV
E_HOMO: -13.868 eV
LUMO level: -2.89 eV
Charge: +1
E: -11022.95517 eV

Atoms and positions in Å:
C (-1.631, -1.475, 2.732)
C (-1.829, -1.624, 1.198)
C (-0.575, -1.855, 0.369)
C (0.061, -0.580, -0.126)
C (1.060, -0.439, -0.961)
N (1.441, 0.943, -1.352)
H (-0.590, -1.667, 2.970)
H (-1.900, -0.478, 3.064)
H (-2.227, -2.205, 3.280)
H (-2.609, -2.358, 0.969)
H (-2.335, -0.746, 0.827)
H (0.199, -2.409, 0.916)
H (-0.845, -2.526, -0.450)
H (-0.512, 0.320, 0.152)
H (1.668, -1.173, -1.440)
H (1.794, 1.488, -0.560)
H (2.115, 0.929, -2.119)
H (0.565, 1.388, -1.671)
H (3.701, 2.953, 0.287)
H (3.703, 3.688, -1.106)
O (3.360, 2.927, -0.629)
H (-1.740, 0.941, -2.446)
H (-1.700, 2.382, -1.912)
O (-1.175, 1.576, -1.993)

---

Entry 4:
Entry from the OMol25 dataset: 3 unconnected molecules or ions with the total composition C5H16NO2 (ωB97M-V/def2-TZVPD).

Output
Maximum force: 7.61 eV Å⁻¹
Gap between HOMO and LUMO: 8.8 eV
E_HOMO: -14.175 eV
LUMO level: -5.33 eV
Charge: +1
E: -11019.48965 eV

Atoms and positions in Å:
C (1.535, 1.750, 0.468)
C (1.244, 0.707, 1.552)
C (0.723, -0.625, 1.101)
C (-0.727, -0.831, 1.326)
C (-2.091, -2.294, -0.007)
N (-1.057, -2.221, 0.811)
H (1.821, 1.327, -0.366)
H (0.628, 2.498, 0.405)
H (2.360, 2.357, 0.786)
H (2.105, 0.747, 2.182)
H (0.270, 1.235, 2.024)
H (1.118, -0.736, -0.050)
H (1.379, -1.332, 1.572)
H (-1.022, -0.742, 2.520)
H (-1.362, 0.114, 0.893)
H (-2.486, -3.104, -0.353)
H (-2.537, -1.323, -0.417)
H (-0.752, -2.936, 1.367)
H (-1.569, 1.511, -2.047)
H (-1.390, 0.027, -1.981)
O (-1.604, 0.766, -1.434)
H (1.663, 0.508, -3.423)
H (0.915, 1.628, -3.863)
O (0.836, 0.967, -3.065)

---

Entry 5:
Entry from the OMol25 dataset: 3 unconnected molecules or ions with the total composition C5H16NO2 (ωB97M-V/def2-TZVPD).

Output
Maximum force: 1.63 eV Å⁻¹
Gap between HOMO and LUMO: 10.2 eV
E_HOMO: -13.159 eV
LUMO level: -2.91 eV
Charge: +1
E: -11023.22999 eV

Atoms and positions in Å:
C (1.277, 1.850, 0.075)
C (1.330, 0.629, 1.018)
C (0.088, 0.558, 1.875)
C (-0.704, -0.507, 1.956)
C (-1.650, -0.721, 3.088)
N (-0.033, 1.848, -0.618)
H (2.163, 1.948, -0.554)
H (1.342, 2.767, 0.683)
H (2.175, 0.804, 1.678)
H (1.447, -0.299, 0.436)
H (0.069, 1.385, 2.593)
H (-0.621, -1.314, 1.250)
H (-1.832, 0.285, 3.523)
H (-1.181, -1.395, 3.806)
H (-2.632, -1.124, 2.815)
H (-0.686, 1.658, 0.168)
H (-0.176, 1.095, -1.308)
H (-0.223, 2.755, -1.040)
H (-0.437, -3.379, -3.022)
H (1.119, -3.101, -3.363)
O (0.326, -2.818, -2.868)
H (-0.226, -1.134, -2.956)
H (-0.338, 0.377, -3.401)
O (-0.556, -0.248, -2.712)

---

Entry 6:
Entry from the OMol25 dataset: 3 unconnected molecules or ions with the total composition C5H16NO2 (ωB97M-V/def2-TZVPD).

Output
Maximum force: 4.64 eV Å⁻¹
Gap between HOMO and LUMO: 10.0 eV
E_HOMO: -14.568 eV
LUMO level: -4.53 eV
Charge: +1
E: -11021.14825 eV

Atoms and positions in Å:
C (1.016, 0.440, 2.330)
C (0.229, 1.646, 1.947)
C (-1.220, 1.188, 1.391)
C (-1.240, 1.314, -0.128)
C (0.066, -0.519, -0.854)
N (-1.042, 0.073, -0.809)
H (0.547, -0.592, 2.321)
H (1.913, 0.366, 1.705)
H (1.492, 0.418, 3.349)
H (0.151, 2.325, 2.842)
H (0.671, 2.247, 1.146)
H (-1.529, 0.164, 1.659)
H (-1.931, 1.718, 1.844)
H (-2.231, 1.770, -0.413)
H (-0.652, 2.039, -0.752)
H (0.111, -1.607, -1.035)
H (0.974, -0.101, -0.403)
H (-1.887, -0.362, -1.317)
H (-0.609, -1.736, -3.026)
H (-2.001, -2.351, -2.658)
O (-1.495, -1.485, -2.776)
H (3.577, -1.852, 0.202)
H (3.403, -1.109, -1.122)
O (3.019, -1.798, -0.573)

---

Entry 7:
Entry from the OMol25 dataset: 3 unconnected molecules or ions with the total composition C5H16NO2 (ωB97M-V/def2-TZVPD).

Output
Maximum force: 1.41 eV Å⁻¹
Gap between HOMO and LUMO: 10.3 eV
E_HOMO: -13.212 eV
LUMO level: -2.91 eV
Charge: +1
E: -11023.14333 eV

Atoms and positions in Å:
C (-0.768, -0.035, -2.392)
C (-0.744, -0.677, -1.029)
C (-0.635, 0.336, 0.137)
C (-2.020, 0.746, 0.599)
C (-2.347, 0.676, 1.877)
N (0.396, -1.661, -0.923)
H (-0.892, 1.045, -2.300)
H (0.163, -0.129, -2.955)
H (-1.575, -0.326, -3.059)
H (-1.652, -1.229, -0.789)
H (-0.113, 1.216, -0.248)
H (-0.099, -0.108, 0.973)
H (-2.692, 1.042, -0.200)
H (-3.388, 0.813, 2.164)
H (-1.705, 0.368, 2.690)
H (0.279, -2.286, -0.127)
H (1.300, -1.117, -0.767)
H (0.479, -2.218, -1.773)
H (3.294, -0.545, -0.048)
H (2.459, 0.616, 0.442)
O (2.450, -0.112, -0.229)
H (1.994, 1.655, 2.709)
H (3.210, 0.879, 2.990)
O (2.603, 1.053, 2.259)

---

Entry 8:
Entry from the OMol25 dataset: 3 unconnected molecules or ions with the total composition C5H16NO3 (ωB97M-V/def2-TZVPD).

Output
Maximum force: 2.32 eV Å⁻¹
Gap between HOMO and LUMO: 7.6 eV
E_HOMO: -3.770 eV
LUMO level: 3.80 eV
Charge: -1
E: -13076.68150 eV

Atoms and positions in Å:
C (-1.514, -0.876, -0.395)
C (-1.951, 0.293, -1.298)
C (0.020, -1.139, -0.167)
N (1.041, -0.240, -0.725)
C (1.838, 0.444, 0.292)
C (1.202, 1.136, 1.530)
O (0.440, 0.278, 2.268)
H (-1.856, -1.764, -0.935)
H (-2.016, -0.831, 0.567)
H (-1.086, 0.796, -1.739)
H (-2.269, 1.119, -0.647)
H (-2.790, 0.082, -1.947)
H (0.044, -1.018, 0.914)
H (0.191, -2.185, -0.413)
H (0.565, 0.327, -1.412)
H (2.619, -0.238, 0.654)
H (2.405, 1.176, -0.296)
H (0.672, 1.980, 1.026)
H (2.030, 1.649, 2.059)
H (0.657, -2.534, -2.265)
H (1.746, -1.545, -2.000)
O (1.500, -2.261, -2.638)
H (-1.201, 2.574, 2.580)
H (-0.703, 1.072, 2.531)
O (-1.585, 1.705, 2.456)

---

Entry 9:
Entry from the OMol25 dataset: a gas-phase ion, C5H16NO3Si (charge +1) (ωB97M-V/def2-TZVPD).

Output
SMILES: CO[Si](OC)(OC)[C@H](C)[NH3+]
Maximum force: 4.09 eV Å⁻¹
Gap between HOMO and LUMO: 11.0 eV
E_HOMO: -13.961 eV
LUMO level: -2.93 eV
Charge: +1
E: -20950.20698 eV

Atoms and positions in Å:
C (1.417, 0.610, 1.903)
C (-1.847, 1.864, 1.363)
C (-2.019, -2.364, -1.109)
C (-0.227, 1.037, -2.585)
C (1.121, -0.603, 0.986)
N (2.155, -0.737, -0.087)
O (-1.613, 0.636, 0.815)
O (-0.889, -1.477, -0.847)
O (0.346, 0.839, -1.264)
Si (-0.507, -0.121, -0.134)
H (1.557, 1.464, 1.252)
H (0.525, 0.720, 2.403)
H (2.401, 0.451, 2.471)
H (-2.428, 2.593, 0.701)
H (-0.879, 2.343, 1.609)
H (-2.387, 1.713, 2.316)
H (-2.740, -2.448, -0.289)
H (-1.745, -3.359, -1.402)
H (-2.642, -2.195, -1.980)
H (0.652, 0.911, -3.205)
H (-0.559, 2.125, -2.706)
H (-1.061, 0.268, -2.693)
H (1.008, -1.555, 1.523)
H (3.108, -0.510, 0.156)
H (2.133, -1.602, -0.516)
H (1.895, -0.051, -0.897)

---

Entry 10:
Entry from the OMol25 dataset: 3 unconnected molecules or ions with the total composition C5H16NO4 (ωB97M-V/def2-TZVPD).

Output
Maximum force: 1.06 eV Å⁻¹
Gap between HOMO and LUMO: 7.2 eV
E_HOMO: -3.651 eV
LUMO level: 3.59 eV
Charge: -1
E: -15125.06454 eV

Atoms and positions in Å:
C (2.455, 0.786, 1.066)
N (2.039, -0.104, -0.023)
C (0.606, -0.439, -0.024)
C (0.381, -1.541, -1.032)
C (0.666, -1.133, -2.457)
O (0.006, 0.105, -2.776)
C (-0.034, -0.757, 1.362)
O (-0.182, 0.342, 2.140)
H (1.877, 1.710, 0.994)
H (2.334, 0.330, 2.048)
H (3.529, 0.967, 0.913)
H (2.560, -0.976, 0.055)
H (0.128, 0.522, -0.241)
H (0.948, -2.430, -0.721)
H (-0.653, -1.838, -0.947)
H (1.736, -0.997, -2.654)
H (0.219, -1.836, -3.151)
H (0.466, 0.793, -2.271)
H (-0.989, -1.271, 1.098)
H (0.639, -1.536, 1.818)
H (-1.646, 0.785, 2.110)
H (-2.188, 2.215, 2.338)
O (-2.532, 1.337, 2.144)
H (-2.584, 1.035, 0.232)
H (-2.012, 0.641, -1.149)
O (-2.843, 0.738, -0.668)